# C22H33N9OSScSiTe

A structure of composition C22H33N9OSScSiTe in a non-equilibrium geometry (wB97M-V/def2-TZVPD, the Open Molecules 2025 dataset).

```
69
Properties=species:S:1:pos:R:3:mulliken_charge:R:1
Sc -0.32257 -0.03546 0.20852 -1.176
C 1.90753 2.58174 -1.77428 -1.099
C 2.54873 1.42344 -1.06338 0.432
C 3.91313 1.22364 -1.11938 -0.784
C 4.45373 0.10484 -0.47798 -0.844
C 3.63833 -0.74766 0.20972 -1.014
C 2.24463 -0.49756 0.25232 0.827
N 1.72683 0.59124 -0.40688 0.772
N 1.33423 -1.24646 0.86272 0.961
Si 1.62333 -2.68806 1.76772 -0.069
C 2.17913 -4.13216 0.63592 -1.067
C -0.07657 -3.05136 2.55142 -0.928
C 2.90763 -2.44366 3.17462 -1.294
H 2.64873 3.33624 -2.02778 0.481
H 1.13173 3.02574 -1.15158 0.021
H 1.43043 2.23964 -2.69368 0.169
H 4.53993 1.91594 -1.66008 0.469
H 5.51393 -0.08986 -0.54158 0.438
H 4.01453 -1.62216 0.71202 0.408
H 1.41113 -4.38996 -0.08598 0.278
H 2.40773 -5.02786 1.20202 0.461
H 3.07053 -3.86466 0.07722 0.316
H -0.88457 -2.82856 1.85532 0.067
H -0.22467 -2.43636 3.43372 0.282
H -0.16737 -4.08956 2.84732 0.437
H 3.88893 -2.82996 2.91472 0.363
H 2.60033 -2.94396 4.08672 0.422
H 3.01173 -1.38616 3.40172 0.343
O -0.86457 1.89814 0.47412 -0.033
N -0.57107 2.73334 1.46522 0.118
C -0.56147 4.04984 1.21832 -0.233
C -0.24847 4.95454 2.19682 -1.057
C 0.06533 4.48034 3.47492 -0.196
C 0.03373 3.13394 3.71932 -0.837
C -0.31057 2.21974 2.70662 0.590
S -0.44147 0.54994 2.93542 -0.419
H -0.83867 4.32924 0.21172 0.518
H -0.25147 6.01024 1.98192 0.425
H 0.30433 5.17334 4.26502 0.392
H 0.28053 2.72054 4.68372 0.452
N -4.12637 -2.12636 0.83492 0.048
C -3.43957 -1.00956 1.10592 -0.513
N -2.32057 -0.99616 0.41762 0.772
C -2.35387 -2.18446 -0.29748 -0.182
N -3.45527 -2.88476 -0.04788 -0.848
C -1.26497 -2.54846 -1.14318 0.304
C -1.08637 -3.84656 -1.63258 -0.316
N -0.05237 -4.21016 -2.35278 -0.695
C 0.85913 -3.23826 -2.59958 -0.834
C 0.70493 -1.95136 -2.15598 -0.313
N -0.35267 -1.54176 -1.42248 0.990
H -4.99857 -2.45866 1.21632 0.192
H -3.76097 -0.24656 1.78712 0.544
H -1.82297 -4.60516 -1.40508 0.473
H 1.72523 -3.53746 -3.17018 0.356
H 1.44543 -1.19596 -2.40118 0.294
N -0.79257 0.44814 -3.65108 -0.527
H -1.29227 -0.43326 -3.64538 0.241
H -0.02187 0.35384 -2.99718 -0.042
H -0.40617 0.57374 -4.57928 0.225
C -3.64357 2.20264 -3.47388 -1.197
Te -2.28407 2.03384 -1.78268 0.767
C -3.51917 3.42204 -0.60908 -1.330
H -3.51967 3.14804 -3.98618 0.373
H -4.67487 2.11024 -3.15508 0.347
H -3.41877 1.40394 -4.16588 0.306
H -4.57327 3.22364 -0.77278 0.444
H -3.31977 4.45414 -0.88538 0.406
H -3.30167 3.29654 0.44612 0.323
```

As for the expectation value of S²: 0.768. As for the spin multiplicity: 2. The value obtained for the energy above the lowest of the compared OMol25 structures with the same formula, charge and spin is 1.158 eV. The calculation puts the HOMO-LUMO gap (alpha / beta) at 5.45 / 7.68 eV.



# C22H33OPt

A structure of composition C22H33OPt in a non-equilibrium geometry (wB97M-V/def2-TZVPD, the Open Molecules 2025 dataset).

```
57
Properties=species:S:1:pos:R:3:mulliken_charge:R:1
C 1.11917 -1.99502 1.05734 0.881
C 2.06486 -1.28186 0.28711 1.231
C 1.60285 -1.15793 -1.03059 0.002
C 0.23877 -1.70363 -1.11058 1.613
C -0.04939 -2.22967 0.24852 -0.104
Pt -0.93012 -0.20467 -0.22291 0.522
C -2.58572 1.15833 -0.03326 1.355
C -2.15298 0.80518 1.29632 -0.849
H -1.83860 1.57251 1.99811 0.505
C -2.04367 -0.58679 1.59052 -1.030
H -2.90772 -1.21963 1.37393 0.483
H -1.43684 -0.88892 2.44911 0.305
C -2.60932 2.62693 -0.40817 -1.311
H -1.83148 3.19782 0.10777 0.312
H -2.47931 2.75488 -1.48857 0.319
H -3.58895 3.04955 -0.13423 0.462
C -3.72905 0.37259 -0.64388 -1.502
H -3.61095 -0.70135 -0.46698 0.290
H -4.68687 0.71051 -0.23076 0.382
H -3.74083 0.52087 -1.72993 0.330
C 3.38369 -0.82341 0.79523 -1.703
H 3.27755 -0.36338 1.78871 0.215
H 4.09495 -1.65826 0.88391 0.364
H 3.82443 -0.07608 0.12419 0.408
C 2.37280 -0.64904 -2.17986 -1.948
H 2.78548 0.35434 -1.98961 0.352
H 3.21437 -1.32626 -2.39657 0.440
H 1.74149 -0.58546 -3.07341 0.329
C -0.39323 -2.26193 -2.34017 -1.578
H -0.30325 -1.54424 -3.16308 0.443
H 0.07002 -3.20828 -2.64797 0.349
H -1.45937 -2.43305 -2.15782 0.350
C -1.04970 -3.29089 0.52709 -1.530
H -1.94342 -3.13262 -0.08522 0.331
H -0.64338 -4.29164 0.31153 0.340
H -1.34813 -3.26347 1.58226 0.441
C 1.34355 -2.54173 2.41003 -1.645
H 0.41035 -2.93761 2.82555 0.321
H 2.07584 -3.36622 2.40617 0.349
H 1.71886 -1.76879 3.09517 0.222
C -0.14020 1.37157 -1.30089 0.484
C 0.58890 2.25608 -0.55507 0.067
C -0.35553 1.55815 -2.66928 -0.257
C 1.19637 3.36447 -1.16682 -0.723
H 0.71242 1.97170 0.50413 0.128
C 0.18624 2.69576 -3.27852 -0.728
H -0.94302 0.83011 -3.22255 0.315
C 0.95803 3.59422 -2.52747 -0.580
H 1.84483 4.02445 -0.58612 0.424
H 0.00143 2.87624 -4.33947 0.432
H 1.40143 4.47004 -3.01654 0.376
C 1.25403 0.64798 3.97975 -0.800
O 0.76820 1.18611 2.74728 -0.314
H 2.27001 0.27492 3.79919 0.222
H 0.61755 -0.19871 4.26962 0.263
H 1.27251 1.38796 4.79632 0.385
H 0.39003 2.05725 2.94146 0.262
```

As for the expectation value of S²: 6.018. The charge is +1. As for the spin multiplicity: 5. The calculation puts the HOMO-LUMO gap (alpha / beta) at 5.26 / 5.29 eV.



# C22H34Br3F3N3O4

A cluster of 2 separate species, C22H34Br3F3N3O4 in total (wB97M-V/def2-TZVPD, the Open Molecules 2025 dataset).

```
69
Properties=species:S:1:pos:R:3:mulliken_charge:R:1
C 5.49063 -2.20147 -3.09743 -1.262
C 5.05849 -2.21275 -1.63423 -0.068
C 4.10507 -3.35104 -1.29586 -0.812
N 2.75801 -3.18765 -1.90107 -0.149
C 2.00798 -2.06921 -1.67027 -0.096
N 1.55541 -1.42608 -2.75603 0.276
N 0.77778 -0.35450 -2.78875 -0.878
C 0.46778 0.18649 -1.64055 0.348
C -0.41337 1.41185 -1.76362 -0.867
C 0.28650 2.72504 -1.39585 -0.473
C -0.63436 3.88958 -1.05704 0.548
F 0.14353 4.99076 -0.90026 -0.320
Br -1.54143 3.56032 0.63318 -0.067
C -1.68652 4.19111 -2.14806 0.535
F -1.08460 4.03398 -3.34703 -0.226
F -2.67552 3.28522 -2.09713 -0.182
Br -2.41799 5.95368 -2.02551 -0.046
C 0.88815 -0.39009 -0.39067 0.202
C 0.45704 0.26148 0.89446 -0.407
C 1.53788 1.02039 1.71079 -0.174
C 1.87995 0.39955 3.06160 -1.384
Br 3.19682 1.29443 0.69563 -0.123
C 1.60431 -1.55463 -0.39074 1.013
C 1.91162 -2.29987 0.87993 -0.757
C 1.43183 -3.76936 0.90939 -0.729
C 0.50804 -4.06261 2.09071 -1.110
C -0.92102 -3.58837 1.86776 -0.067
O -1.43986 -4.25554 0.72411 -0.557
H 4.67067 -1.95226 -3.77936 0.258
H 6.27849 -1.46684 -3.26588 0.393
H 5.88085 -3.17979 -3.39179 0.315
H 4.59491 -1.25379 -1.36810 0.047
H 5.93378 -2.31298 -0.98618 0.459
H 4.47845 -4.29899 -1.68911 0.620
H 4.00764 -3.48446 -0.22539 0.103
H 2.83224 -3.37651 -2.89391 0.441
H 1.80429 -1.76130 -3.67883 0.220
H -0.72721 1.45286 -2.80707 0.450
H -1.31761 1.26695 -1.16455 0.337
H 0.91319 3.05293 -2.22855 0.480
H 0.94370 2.60505 -0.53361 -0.060
H 0.03245 -0.50342 1.55235 0.029
H -0.35453 0.95288 0.68216 -0.042
H 1.18553 2.03917 1.86776 0.700
H 2.66652 -0.35180 2.97791 0.328
H 0.99321 -0.06610 3.49938 0.369
H 2.23819 1.16745 3.74750 0.377
H 1.43052 -1.76530 1.70078 0.009
H 2.98296 -2.21756 1.08046 0.649
H 2.28721 -4.44572 0.94310 0.382
H 0.88174 -4.00412 -0.00444 0.528
H 0.48096 -5.14053 2.26819 0.448
H 0.88748 -3.59815 3.00776 0.354
H -0.95841 -2.49782 1.72439 -0.044
H -1.52183 -3.81920 2.75325 0.383
H -2.13501 -3.72807 0.32143 0.320
C -5.64526 2.74307 -0.20827 -1.128
C -6.19807 3.00601 1.16807 0.419
C -5.55686 4.15928 1.91667 -0.163
O -5.66242 3.74411 3.28091 -0.340
C -5.72013 2.39052 3.30569 0.618
O -5.61101 1.72153 4.27892 -0.520
O -5.90264 1.90842 2.05198 -0.367
H -6.18543 1.93603 -0.70019 0.408
H -5.73487 3.64099 -0.82149 0.362
H -4.59089 2.47070 -0.14076 0.097
H -7.28467 3.12264 1.14157 0.268
H -6.05522 5.11419 1.77696 0.329
H -4.49509 4.24919 1.67280 -0.003
```

The charge is +1. The calculation puts the HOMO-LUMO gap at 8.65 eV.